Entry 1:
72
Properties=species:S:1:pos:R:3:forces:R:3 method="wB97M-V/def2-TZVPD" total_charge=-1 relative_energy_kj_mol=29.2 total_energy_ha=-8432.080929 multiplicity=1 homo_lumo_gap_ev=7.28
In -0.33591 1.37514 0.14219 -0.024 -0.071 0.134
C 2.98703 1.54037 -1.58304 -0.006 0.009 0.001
C 3.13409 1.32211 -0.10971 0.073 -0.051 0.012
C 4.42890 1.11282 0.42712 -0.091 -0.056 0.033
C 4.59742 0.91183 1.76262 -0.036 0.011 -0.046
C 3.47754 0.96846 2.62022 0.022 -0.017 0.069
C 3.53189 0.84142 4.02914 -0.045 0.001 -0.025
Br 5.18920 0.49908 4.89875 0.021 -0.003 0.016
C 2.40333 0.97263 4.78610 0.094 -0.012 -0.014
C 1.17371 1.24505 4.17994 -0.052 -0.022 -0.032
Br -0.35760 1.43377 5.26896 -0.030 0.002 -0.004
C 1.02373 1.38146 2.80363 0.097 -0.042 0.001
O -0.09172 1.66305 2.24081 -0.084 0.068 0.008
C 2.22628 1.20406 2.01591 -0.066 0.046 0.098
N 2.07433 1.33097 0.67051 0.045 0.062 -0.059
H 3.93762 1.86721 -2.00527 -0.004 0.008 -0.005
H 2.21947 2.28684 -1.77390 -0.043 0.009 -0.022
H 2.68056 0.61790 -2.07652 0.011 -0.024 -0.005
H 5.27437 1.10425 -0.24688 0.021 0.000 -0.013
H 5.57949 0.73366 2.17988 -0.003 0.001 -0.003
H 2.44945 0.87637 5.86185 0.010 -0.002 -0.001
N -1.73616 3.15228 -3.27397 0.018 -0.082 -0.018
C -1.66741 4.59688 -3.09829 0.026 0.113 0.002
C -0.50442 4.96630 -2.17646 -0.112 0.009 0.075
C -0.56148 4.09106 -0.92774 -0.129 0.168 0.005
O -1.38100 4.31240 -0.04655 0.014 -0.009 -0.069
O 0.27783 3.10661 -0.93548 0.118 -0.142 -0.103
H -0.82975 2.75524 -3.49145 -0.012 -0.005 -0.002
H -2.38891 2.88792 -3.99868 0.012 -0.008 0.000
H -2.60038 4.92053 -2.62995 0.028 0.015 -0.002
H -1.55696 5.15351 -4.04222 -0.011 -0.018 0.058
H -0.59349 6.01481 -1.88903 0.007 -0.015 -0.005
H 0.44727 4.81639 -2.68779 0.018 -0.031 -0.011
Cl -4.90547 -0.35619 5.35766 -0.019 -0.011 0.056
C -4.21350 0.07536 3.80881 -0.016 0.028 0.034
C -3.92329 -0.91801 2.89396 -0.004 0.007 -0.004
C -3.37743 -0.56627 1.66919 0.013 0.004 -0.034
C -3.11550 0.76467 1.34193 0.047 0.006 0.082
C -2.50112 1.14167 0.04735 -0.054 0.005 -0.121
C -3.41416 1.73978 2.29739 -0.004 -0.008 0.010
C -3.96107 1.40673 3.52344 0.008 -0.046 -0.012
H -4.11453 -1.95424 3.13792 -0.003 -0.008 0.010
H -3.12785 -1.34540 0.95832 0.017 0.001 -0.011
H -2.86323 2.11149 -0.29114 0.038 0.042 -0.046
H -2.69878 0.40311 -0.73002 0.039 -0.024 0.019
H -3.18689 2.77623 2.07817 0.016 0.015 -0.023
H -4.17741 2.16987 4.25807 -0.010 0.008 0.024
C -1.02035 -3.63357 -3.41639 -0.012 -0.003 -0.027
C -1.83521 -2.83837 -2.41461 -0.046 0.033 0.019
C -3.19004 -3.46080 -2.14142 0.026 0.034 0.008
O -1.16831 -2.76565 -1.14026 0.059 0.012 0.004
P 0.09614 -1.80741 -0.84180 -0.031 0.046 -0.145
S 0.10430 -1.43238 1.07830 -0.006 -0.018 0.076
S 0.07651 -0.21861 -2.05026 0.040 -0.026 -0.067
O 1.36097 -2.68581 -1.32324 -0.021 0.010 0.087
C 1.93512 -3.68384 -0.44750 0.001 -0.027 -0.054
C 2.09362 -4.95781 -1.25481 -0.025 0.033 0.022
C 3.24985 -3.14471 0.07904 -0.029 -0.004 -0.013
H -1.54655 -3.66206 -4.37291 0.005 -0.005 -0.001
H -0.88133 -4.65970 -3.06923 0.006 0.000 0.025
H -0.04271 -3.18128 -3.57385 0.030 0.017 0.007
H -1.95968 -1.81283 -2.77580 0.000 -0.049 -0.004
H -3.06989 -4.46640 -1.73520 0.011 -0.013 0.009
H -3.76813 -3.52544 -3.06387 -0.009 0.006 -0.028
H -3.74582 -2.86053 -1.42236 -0.008 0.007 0.016
H 1.24907 -3.85229 0.38617 0.018 -0.011 0.004
H 2.73594 -4.78003 -2.11873 0.012 0.013 -0.015
H 1.12542 -5.31133 -1.60867 -0.007 0.006 -0.004
H 2.54589 -5.73785 -0.64070 0.007 -0.012 0.015
H 3.92371 -2.93608 -0.75383 0.021 0.016 -0.018
H 3.72443 -3.87195 0.73971 0.002 -0.017 0.020
H 3.07897 -2.22446 0.63652 -0.003 0.020 0.012

***

Entry 2:
62
Properties=species:S:1:pos:R:3:forces:R:3 method="wB97M-V/def2-TZVPD" total_charge=+1 total_energy_ha=-1654.580414 multiplicity=1 homo_lumo_gap_ev=5.62
Cl 0.09986 6.63222 -0.35886 -0.078 -0.386 -0.196
C 0.07410 4.91350 -0.33286 0.275 -0.287 -0.112
C -1.11345 4.23628 -0.00332 -0.138 -0.370 -0.139
C -1.04787 2.88594 0.31367 0.446 0.555 0.581
C 0.23285 2.25920 0.43189 -0.554 -0.318 -0.323
C 0.52492 1.42536 1.57895 0.772 2.753 0.865
C 1.91237 1.00236 1.97014 0.415 -0.330 0.766
C 1.89422 0.86519 3.54431 -0.191 -0.193 -0.575
C 0.48773 1.23171 3.91075 0.250 0.508 -1.241
C -0.21099 1.66278 2.80606 -0.206 -1.064 0.528
C 1.30668 2.84099 -0.29746 -0.047 0.570 0.529
C 1.25065 4.19779 -0.63175 -0.383 -0.563 0.059
H -2.05641 4.78836 0.04143 0.364 -0.255 -0.041
H -1.94267 2.33150 0.60567 0.219 0.319 0.049
H 2.26976 0.11309 1.43978 -0.158 0.055 0.118
H 2.61587 1.81474 1.73739 -0.263 -0.250 -0.166
H 2.20172 -0.10483 3.96912 -0.150 0.209 -0.384
H 2.61479 1.60080 3.94534 -0.393 -0.187 0.106
H 0.10656 1.22173 4.93320 0.122 0.166 -0.308
H -1.21011 2.10933 2.85384 0.478 -0.295 -0.103
H 2.21627 2.26430 -0.45524 -0.057 0.326 0.226
H 2.10295 4.70945 -1.07332 -0.171 -0.137 0.153
C -0.59038 -4.61916 0.59352 -0.052 0.037 0.331
N -0.24309 -3.32305 0.05376 0.845 0.135 -0.934
C -0.97279 -2.10587 0.31278 -0.983 -0.092 -0.466
C -1.39402 -1.83005 1.78277 0.446 0.006 -0.585
C -0.07689 -1.76727 2.53832 0.459 0.321 0.491
C -2.31375 -2.85087 2.46309 -0.208 -0.192 0.130
C -2.12064 -0.49427 1.65074 -0.003 0.446 -0.043
N -0.04254 -1.08316 -0.24368 0.183 0.015 -0.075
C 0.38334 -1.71034 -1.50053 -0.303 -0.580 -0.892
C 1.53045 -1.14844 -2.36410 -0.062 -0.127 -0.148
C 1.02892 -0.18064 -3.43331 0.190 0.154 0.155
C 0.47982 -0.62405 -4.64995 -0.167 0.158 0.319
C -0.13031 0.28191 -5.52332 0.086 0.296 0.186
C -0.17660 1.64807 -5.19977 0.221 -0.210 0.203
C 0.44191 2.09969 -4.02637 -0.054 -0.032 -0.216
C 1.06973 1.19077 -3.17508 -0.475 -0.146 -0.124
C 0.57003 -3.16407 -1.05990 0.563 -0.797 0.529
O 1.29510 -4.01732 -1.55369 -0.973 0.951 0.368
H -0.14968 -5.39597 -0.03176 -0.063 0.151 -0.034
H -0.18397 -4.72127 1.61031 -0.134 -0.143 -0.256
H -1.68416 -4.73105 0.64410 0.361 -0.094 -0.144
H -1.90681 -2.13564 -0.30628 0.208 0.104 0.263
H 0.52730 -0.93210 2.16388 -0.166 -0.548 0.160
H -0.20137 -1.63964 3.62330 -0.094 -0.098 -0.198
H 0.49355 -2.69163 2.34917 -0.181 0.346 0.212
H -3.22152 -3.07924 1.88548 0.269 0.072 0.057
H -1.80088 -3.78978 2.70645 -0.169 0.296 -0.173
H -2.64060 -2.43529 3.43211 0.081 -0.023 -0.386
H -2.91377 -0.53924 0.88058 0.186 -0.123 0.466
H -2.54722 -0.13573 2.59404 0.031 -0.115 -0.116
H -1.39413 0.25342 1.30597 -0.491 -0.204 0.103
H -0.46551 -0.17419 -0.42879 -0.286 -0.520 -0.043
H -0.49929 -1.74830 -2.17885 0.182 -0.123 0.096
H 2.29735 -0.69295 -1.72161 -0.134 -0.022 -0.191
H 1.99307 -2.00613 -2.88003 -0.131 0.124 0.403
H 0.49859 -1.68864 -4.89378 -0.022 0.279 0.081
H -0.58427 -0.06830 -6.45625 0.225 0.103 0.392
H -0.67208 2.35786 -5.86553 0.165 -0.257 0.209
H 0.42901 3.16182 -3.76369 0.029 -0.321 -0.194
H 1.55835 1.52832 -2.26282 -0.132 -0.052 -0.322

***

Entry 3:
71
Properties=species:S:1:pos:R:3:forces:R:3 method="wB97M-V/def2-TZVPD" total_charge=+1 relative_energy_kj_mol=149.3 total_energy_ha=-2343.469469 multiplicity=1 homo_lumo_gap_ev="6.47 / 6.51"
Pd 0.99530 -0.24413 -0.26339 -0.072 0.183 0.029
C 2.35429 1.45361 4.21236 -0.024 0.048 -0.069
N 1.26734 2.10450 3.48359 0.031 -0.052 0.074
C 0.70477 3.28704 4.12688 0.009 -0.095 -0.039
C 0.84875 1.60143 2.32024 -0.175 0.047 0.072
O 1.38851 0.61386 1.80830 0.324 0.034 -0.286
C -0.32310 2.30805 1.63710 -0.026 -0.119 -0.125
O -0.72723 1.65616 0.45856 -0.049 -0.117 0.146
C -2.01538 1.06679 0.45813 0.141 0.070 0.068
C -1.98617 -0.34607 1.03320 -0.002 -0.080 0.025
O -0.91004 -0.92117 1.16064 -0.204 0.021 0.284
N -3.16708 -0.89894 1.34074 -0.155 -0.079 0.003
C -3.22335 -2.27685 1.82156 -0.018 0.074 -0.039
C -4.43550 -0.19041 1.18302 0.135 0.005 -0.014
H 3.28674 2.00533 4.08244 -0.013 0.016 0.010
H 2.48433 0.44223 3.84579 -0.013 -0.027 -0.003
H 2.10212 1.42737 5.27150 -0.006 0.004 -0.002
H 1.51822 3.94086 4.43815 0.020 0.013 -0.007
H 0.13223 3.00511 5.01149 -0.012 -0.014 0.011
H 0.06295 3.84736 3.45577 0.022 0.009 0.005
H 0.00761 3.30980 1.35225 -0.029 0.078 0.055
H -1.15744 2.40457 2.33431 -0.004 0.016 0.059
H -2.31310 0.99931 -0.59049 -0.069 0.022 -0.018
H -2.72596 1.69852 0.99292 -0.029 0.078 -0.045
H -2.21432 -2.66256 1.91336 0.032 0.011 -0.003
H -3.78285 -2.89281 1.11588 -0.001 0.002 0.000
H -3.71580 -2.31310 2.79381 -0.002 0.008 0.001
H -4.52715 0.25713 0.19324 -0.013 -0.030 -0.004
H -4.56397 0.58595 1.94012 -0.005 -0.010 0.016
H -5.24207 -0.90735 1.30102 -0.017 -0.027 -0.029
Cl 3.41905 0.98873 -0.37110 0.808 0.132 0.188
C 3.12227 -0.69866 -0.23558 -1.601 1.108 -0.811
H 3.37834 -1.08810 0.74061 -0.374 -0.186 0.054
H 3.40594 -1.24459 -1.12395 -0.166 -0.161 0.013
O 1.14307 -2.79366 -0.43589 0.182 -0.180 -0.041
C 0.31343 -2.65239 -1.33408 -0.177 -0.176 0.088
N -0.15893 -3.58441 -2.19091 -0.128 -0.058 -0.036
C -0.99335 -2.97919 -3.22725 -0.059 0.212 0.103
C -1.04865 -1.50913 -2.69845 -0.192 -0.043 0.028
O -1.71178 -0.62219 -3.19900 0.196 -0.149 0.046
N -0.28599 -1.43637 -1.57677 0.871 0.140 0.027
C -0.28726 -3.05812 -4.57766 -0.063 -0.085 -0.040
C 0.53521 -2.03714 -5.03910 0.013 0.042 0.033
C 1.22880 -2.17992 -6.23439 0.009 0.002 0.027
C 1.11559 -3.34862 -6.97248 -0.035 0.001 0.018
C 0.29758 -4.37343 -6.51449 0.012 -0.018 -0.005
C -0.40412 -4.22652 -5.32755 0.020 0.004 0.016
C -2.41471 -3.52610 -3.26652 0.065 -0.055 0.029
C -2.86646 -4.44704 -2.33145 0.000 -0.039 0.021
C -4.17560 -4.91639 -2.38407 0.030 0.012 0.059
C -5.04149 -4.45702 -3.36212 -0.014 0.026 -0.006
C -4.59332 -3.53086 -4.29698 0.015 0.049 0.004
C -3.28767 -3.06906 -4.25112 -0.013 0.030 -0.032
H 0.28321 -4.48188 -2.30044 0.067 0.031 0.014
H 0.64307 -1.12082 -4.46919 -0.004 -0.042 -0.061
H 1.85973 -1.37302 -6.58717 -0.017 -0.032 0.015
H 1.65820 -3.46035 -7.90258 -0.017 0.005 0.021
H 0.20192 -5.28962 -7.08439 0.000 0.040 0.015
H -1.05247 -5.02445 -4.98212 0.004 0.030 -0.024
H -2.19367 -4.80506 -1.56225 -0.033 -0.003 -0.003
H -4.51645 -5.64432 -1.65753 0.030 0.023 -0.018
H -6.06298 -4.81492 -3.39626 0.038 -0.011 -0.023
H -5.26551 -3.16659 -5.06446 0.034 -0.015 0.023
H -2.93844 -2.34378 -4.97580 -0.025 -0.039 -0.001
C -0.58890 2.10610 -3.47924 -0.001 0.090 -0.184
O -0.21234 1.71301 -2.11236 -0.277 0.348 0.497
C 0.77451 0.91497 -2.01810 0.010 -1.345 0.513
O 1.55082 0.49163 -2.78672 0.894 0.126 -0.874
H -1.11151 3.04817 -3.36791 0.023 0.031 0.050
H -1.23682 1.32684 -3.86748 0.032 0.016 0.052
H 0.30554 2.21432 -4.08393 0.066 0.051 0.030

***

Entry 4:
81
Properties=species:S:1:pos:R:3:forces:R:3 method="wB97M-V/def2-TZVPD" total_charge=0 total_energy_ha=-3739.372028 multiplicity=1 homo_lumo_gap_ev=8.19
C -1.50228 5.94017 0.97314 0.103 -0.428 -0.061
O -1.57460 4.62125 0.46708 0.028 0.053 0.035
C -0.72791 3.74883 1.19696 -0.135 0.172 0.136
C -0.51186 2.47769 0.42330 0.200 -0.040 -0.427
C 0.32274 2.64262 -0.85613 0.046 0.050 0.673
C 1.83902 2.69133 -0.60035 -0.537 0.127 -0.232
C 2.40000 4.11141 -0.44256 0.223 -0.457 -0.212
C 3.65424 4.21886 0.44114 -0.252 0.580 0.383
C 3.45695 5.01886 1.75361 -0.024 -0.284 -0.240
C 3.72169 4.22453 3.03308 -0.573 0.391 -0.038
C 2.63261 3.15104 3.28627 0.354 -0.025 -0.309
C 3.14833 1.77666 3.59534 0.010 -0.169 0.221
C 3.72969 0.93626 2.68614 -0.206 0.401 0.222
C 4.18060 -0.36305 3.01769 0.075 -0.434 0.447
C 4.06787 -0.88596 4.27686 -0.297 0.227 -0.262
S 4.63115 -2.50810 4.69632 0.357 -0.200 0.088
C 3.47974 -0.03955 5.26904 0.186 -0.414 -0.084
N 3.27918 -0.34706 6.55111 -0.057 -0.025 0.283
S 2.59242 0.93288 7.22830 0.107 -0.078 -0.269
N 2.50900 1.91950 5.97079 -0.170 0.246 0.192
C 3.03209 1.26789 4.92999 0.067 0.144 -0.333
H -1.58032 5.92983 2.06061 -0.164 0.136 0.175
H -2.31209 6.51339 0.53923 -0.127 0.079 -0.030
H -0.54765 6.40255 0.71159 0.128 0.092 -0.057
H 0.20744 4.27472 1.40021 0.268 -0.068 0.037
H -1.16950 3.51326 2.17183 -0.151 0.087 0.084
H -1.47987 2.06283 0.15826 -0.220 0.044 0.031
H -0.04018 1.74120 1.07417 0.072 -0.090 0.122
H 0.08674 1.79494 -1.48999 -0.026 -0.024 -0.318
H 0.00163 3.56624 -1.33401 -0.087 -0.037 -0.368
H 2.32057 2.21490 -1.45133 0.312 -0.148 0.053
H 2.03734 2.08386 0.28073 0.218 -0.090 0.149
H 1.59957 4.76571 -0.10626 0.066 0.193 0.212
H 2.66687 4.46059 -1.43736 -0.137 0.137 -0.180
H 4.43178 4.71148 -0.13468 0.243 -0.067 -0.040
H 4.03211 3.23926 0.71712 0.045 -0.288 -0.201
H 2.42925 5.37756 1.78375 -0.178 0.089 0.105
H 4.07186 5.91489 1.74256 0.183 0.087 0.035
H 3.66370 4.94860 3.84192 0.257 -0.045 0.303
H 4.71956 3.79625 3.03493 0.147 -0.106 -0.053
H 1.99648 3.08831 2.40640 -0.085 -0.076 -0.196
H 1.99845 3.47347 4.10205 -0.144 0.035 0.152
H 3.86356 1.24944 1.66426 -0.061 0.162 -0.194
H 4.61722 -0.96883 2.23785 0.077 -0.078 -0.036
H 3.59499 -3.22792 4.24556 -0.133 0.164 -0.047
C -3.44379 -2.71049 -0.53614 0.060 -0.582 -0.037
C -2.67505 -1.50702 0.03195 -0.101 0.085 -0.484
C -3.29360 -0.75265 1.20955 0.077 0.107 0.235
F -4.47488 -0.19596 0.87974 0.016 -0.046 -0.074
F -2.44810 0.24474 1.56681 -0.063 -0.077 0.042
F -2.37485 -0.64086 -0.96081 -0.042 0.006 0.075
F -1.49552 -2.00262 0.50571 0.012 -0.087 0.143
O -4.21641 -2.49897 -1.70575 -0.050 0.612 0.127
C -5.51881 -2.07517 -1.64723 0.218 -0.421 0.125
C -5.70493 -0.72528 -2.34478 -0.034 0.178 -0.141
F -4.93813 0.21928 -1.76826 -0.014 -0.026 0.050
F -6.99949 -0.34975 -2.23385 0.007 -0.025 -0.002
F -5.99723 -2.05529 -0.38903 0.041 0.085 -0.044
F -6.26097 -2.96827 -2.33989 -0.108 -0.045 -0.031
H -2.67136 -3.40267 -0.86079 0.045 0.053 -0.028
H -4.00994 -3.23204 0.23601 -0.095 0.229 0.095
H -3.43462 -1.41628 2.06727 0.006 -0.019 -0.037
H -5.43893 -0.80904 -3.40043 -0.006 -0.042 0.014
C 0.10633 -4.46084 -4.45519 0.425 0.271 -0.322
C -0.55112 -4.27406 -3.07878 -0.312 -0.049 -0.331
C -0.29839 -5.34512 -2.01697 0.056 -0.054 0.221
F -0.77830 -6.54467 -2.39408 0.002 0.069 -0.035
F -0.94667 -4.97457 -0.88247 0.048 -0.046 -0.016
F -1.88024 -4.07793 -3.22270 0.049 -0.043 0.048
F -0.02603 -3.12834 -2.55961 0.134 0.025 0.056
O -0.69270 -4.99741 -5.49274 -0.370 -0.249 0.404
C -0.79516 -6.35162 -5.69474 0.346 0.275 -0.077
C -2.23616 -6.83809 -5.52204 -0.229 -0.068 -0.019
F -2.68186 -6.56530 -4.28034 0.039 -0.016 -0.010
F -2.26971 -8.17684 -5.70319 0.018 0.016 -0.009
F 0.06055 -7.04818 -4.92357 -0.095 0.014 0.017
F -0.45849 -6.58991 -6.98047 0.029 -0.070 -0.069
H 0.32709 -3.44988 -4.79353 -0.056 0.036 0.029
H 1.06561 -4.97296 -4.37700 -0.090 -0.149 0.160
H 0.76852 -5.43492 -1.79644 -0.014 0.026 -0.018
H -2.88686 -6.35359 -6.25272 0.039 0.005 -0.012